Record 1
{
  "formula": "C2H4NO2",
  "method": "wB97M-V/def2-TZVPD",
  "relative_energy_kj_mol": 470.51,
  "charge": -1,
  "homo_lumo_gap_ev": [5.9, 5.9],
  "e_tot_ev": -7720.736,
  "symbols": ["C", "C", "N", "O", "O", "H", "H", "H", "H"],
  "positions_angstrom": [[0.924169, -1.010000, 0.716833], [-0.421116, -1.325417, 0.625121], [0.683393, 1.121908, -1.874420], [-0.481518, 1.194087, -2.305491], [-1.396895, -1.245862, 1.419432], [1.450391, -0.750400, 1.584911], [1.591916, -0.930586, -0.247327], [-0.740690, -1.530536, -0.430676], [0.807768, 0.335881, -1.139612]],
  "forces_ev_per_angstrom": [[0.81, -0.14, -2.64], [-0.67, 1.03, -1.03], [-2.19, 0.09, -0.79], [2.94, -0.57, 1.39], [0.69, -0.41, 0.58], [0.41, 0.40, 1.35], [-1.37, -0.75, 1.81], [0.30, -0.27, -0.08], [-0.92, 0.62, -0.58]]
}

---

Record 2
{
  "formula": "C6H10",
  "method": "wB97M-V/def2-TZVPD",
  "relative_energy_kj_mol": 423.55,
  "smiles": "C1=CC1.C=CC",
  "homo_lumo_gap_ev": 10.6,
  "e_tot_ev": -6379.470,
  "symbols": ["C", "C", "C", "H", "H", "H", "H", "C", "C", "C", "H", "H", "H", "H", "H", "H"],
  "positions_angstrom": [[-0.502965, 1.795977, -1.290147], [-1.067894, 0.925194, -0.563608], [-1.340855, 2.402090, -0.155965], [0.002325, 1.961542, -2.157842], [-1.210474, -0.158507, -0.481499], [-2.243971, 2.969468, -0.510094], [-0.860691, 2.887773, 0.807691], [0.126690, -2.487967, -0.142878], [0.720515, -1.317625, 0.007708], [1.324961, -0.719157, 1.247959], [-0.287945, -3.053740, 0.749587], [-0.089455, -3.087561, -0.969560], [0.894637, -0.759418, -0.919031], [2.411219, -0.503253, 1.000977], [1.207008, -1.196212, 2.166405], [0.916896, 0.341397, 1.210296]],
  "forces_ev_per_angstrom": [[-0.82, 0.94, 1.81], [-1.16, -0.49, 0.92], [0.71, 0.50, 0.26], [1.44, 0.65, -1.97], [-0.38, 0.87, 0.33], [0.59, -0.92, 0.67], [-0.75, -1.18, -2.06], [-0.98, -1.05, 3.40], [0.87, -0.78, -0.76], [0.37, 3.20, -3.12], [1.06, 0.73, -0.59], [-0.32, 0.15, -1.94], [0.44, -0.11, 0.36], [-1.02, -0.65, 0.51], [-0.35, -0.86, 1.33], [0.30, -1.02, 0.86]]
}